This record from the Open Molecules 2025 dataset describes C9H17NO2S in the gas phase in a non-equilibrium geometry. The level of theory is the ωB97M-V functional and the def2-TZVPD basis.

The calculation puts the HOMO-LUMO gap at 10.116 eV. Its SMILES is O=S1(=O)CCCN1C1CCCCC1. As for the LUMO energy: 0.8 eV. The HOMO energy is -9.4 eV.

```
! RIJCOSX wB97M-V def2-TZVPD def2/J DEFGRID3
* xyz 0 1
O 2.09653 2.56911 -0.03256
S 2.49513 1.16433 -0.13493
O 3.69846 0.91445 -0.97581
C 2.73744 0.29299 1.40218
C 2.30103 -1.18365 1.14248
C 1.75955 -1.24167 -0.30034
N 1.22541 0.08947 -0.64831
C -0.20080 0.49937 -0.54896
C -0.76225 0.12304 0.85377
C -2.29257 0.41443 0.91297
C -3.10213 -0.06925 -0.23122
C -2.46835 0.24278 -1.58104
C -1.01315 -0.20788 -1.61613
H 3.76762 0.41751 1.72908
H 2.05678 0.71776 2.13485
H 1.57252 -1.53057 1.88854
H 3.18456 -1.82098 1.25645
H 2.58763 -1.46477 -1.00544
H 1.00117 -1.99172 -0.44641
H -0.22316 1.58065 -0.73105
H -0.60241 -0.92580 1.11936
H -0.27151 0.73065 1.62376
H -2.66803 0.04004 1.84061
H -2.45820 1.51427 0.95872
H -4.09045 0.38133 -0.22119
H -3.27809 -1.13984 -0.21359
H -3.03445 -0.19529 -2.34295
H -2.52076 1.33039 -1.80880
H -0.58487 0.02429 -2.61042
H -0.91264 -1.27543 -1.41362
*
```